Record 1
{
  "formula": "C23H25N3O7S",
  "method": "wB97M-V/def2-TZVPD",
  "symbols": ["S", "O", "O", "O", "O", "O", "O", "O", "N", "N", "N", "C", "C", "C", "C", "C", "C", "C", "C", "C", "C", "C", "C", "C", "C", "C", "C", "C", "C", "C", "C", "C", "C", "C", "H", "H", "H", "H", "H", "H", "H", "H", "H", "H", "H", "H", "H", "H", "H", "H", "H", "H", "H", "H", "H", "H", "H", "H", "H"],
  "xyz": [[-1.28321, 0.99018, -1.92448], [-2.05922, -3.48498, -0.45936], [-0.37052, 0.15665, -2.67801], [-0.71234, 2.08639, -1.21344], [-1.72083, -0.88081, 3.82113], [4.77858, 2.59563, -0.33601], [-3.30350, 2.37939, -0.35351], [0.76929, -0.01815, 0.22797], [-0.32805, -2.17337, -1.17040], [-2.17851, 0.00068, -0.93753], [2.68815, 0.16222, -0.94969], [-2.34262, 0.36033, 0.41272], [-1.62651, -2.46287, -0.94675], [-2.07595, -0.10485, 2.76196], [-2.48791, 1.60907, -3.12943], [4.50794, 3.05498, 1.82332], [2.03118, -4.78381, -0.04774], [5.36438, 3.09101, 0.76810], [0.79751, -2.82202, -0.66176], [1.72632, -0.53772, -0.31894], [-1.12135, -2.12890, 3.55674], [-2.95565, 2.01565, 2.03637], [3.30369, 2.49730, 1.32775], [-2.54427, -1.31423, -1.41211], [1.90186, -2.02480, -0.32713], [-2.86777, 1.62266, 0.70736], [3.06902, -2.62783, 0.11871], [0.86356, -4.20109, -0.50847], [-1.96824, -0.49780, 1.43414], [-3.33404, 3.77894, -0.17624], [3.51816, 2.23943, 0.00622], [-2.56538, 1.16576, 3.05225], [2.64254, 1.61215, -1.02734], [3.13700, -4.00505, 0.25164], [-0.15027, -1.26156, -1.59114], [-2.38451, 4.14041, 0.22456], [-0.20465, -2.01420, 2.96994], [3.91542, -2.01474, 0.39472], [2.39746, 2.31156, 1.86596], [-0.87883, -2.54943, 4.53158], [-1.80496, -2.80300, 3.03125], [1.59955, 1.90013, -0.86195], [6.37583, 3.43352, 0.67424], [-3.56508, -1.54451, -1.09092], [-4.15697, 4.08387, 0.47880], [-3.36734, 1.92161, -2.58591], [2.07915, -5.85557, 0.07307], [3.47521, -0.31855, -1.35512], [-1.57204, -1.46345, 1.17882], [-2.63303, 1.47375, 4.08312], [-2.50823, -1.28316, -2.50368], [-3.49223, 4.20377, -1.16678], [-2.70821, 0.81180, -3.82602], [-3.33928, 2.99059, 2.29130], [4.04722, -4.46713, 0.60268], [2.96235, 1.92382, -2.02405], [4.70377, 3.38311, 2.82345], [-0.00162, -4.79925, -0.74298], [-2.03003, 2.44404, -3.64328]],
  "atomic_forces_ev_per_a": [[-0.33, 0.26, -1.01], [-0.14, -0.15, 0.12], [-0.17, -0.12, -0.19], [-0.32, 0.12, 0.30], [-0.11, 0.27, 0.06], [0.00, -0.12, -0.48], [-0.06, -0.32, 0.31], [-0.02, 0.12, 0.15], [0.13, 0.16, -0.20], [0.58, 0.57, -0.45], [0.22, 0.03, -0.33], [-0.27, 0.74, 0.61], [-0.08, 0.23, -0.29], [-0.16, 0.16, -0.14], [0.46, -0.33, 0.64], [0.46, 0.05, -0.32], [0.09, 0.07, 0.03], [0.03, 0.19, 0.83], [0.26, -0.17, 0.19], [0.32, -0.17, 0.05], [0.09, -0.20, -0.03], [-0.02, 0.07, -0.18], [-0.04, -0.11, -0.66], [-0.26, -0.42, -0.15], [-0.20, -0.27, 0.09], [-0.11, -0.19, 0.06], [-0.08, 0.05, -0.10], [-0.12, 0.05, -0.03], [0.00, -0.09, 0.13], [-0.02, 0.12, 0.03], [-0.69, 0.06, 0.54], [0.15, -0.26, 0.01], [0.15, 0.10, 0.19], [0.08, -0.08, 0.04], [-0.08, -0.28, 0.09], [0.00, 0.00, 0.01], [-0.02, 0.00, -0.01], [0.07, 0.07, 0.03], [-0.26, -0.07, 0.07], [0.00, -0.02, -0.10], [0.02, 0.02, 0.00], [0.25, 0.03, -0.09], [0.13, 0.02, -0.11], [0.19, 0.00, -0.06], [0.06, 0.00, -0.04], [-0.11, 0.06, 0.07], [0.00, -0.09, 0.00], [-0.15, -0.08, 0.02], [0.14, -0.09, 0.06], [-0.02, 0.03, 0.13], [-0.13, -0.18, 0.02], [-0.01, 0.04, 0.06], [-0.03, -0.16, -0.12], [-0.05, 0.10, 0.00], [0.07, -0.03, 0.04], [-0.11, 0.01, 0.06], [0.12, 0.09, 0.18], [-0.05, -0.03, -0.05], [0.19, 0.10, -0.08]],
  "orbital_gap_ev": 8.4,
  "homo_energy_ha": -0.2892,
  "smiles": "COc1ccc(OC)c(N(CC(=O)Nc2ccccc2C(=O)NCc2ccco2)S(C)(=O)=O)c1"
}

=====

Record 2
{
  "formula": "C21H13Cl3GeN3O8Ti",
  "method": "wB97M-V/def2-TZVPD",
  "symbols": ["Ge", "Ti", "Cl", "Cl", "Cl", "O", "O", "O", "O", "O", "O", "O", "O", "N", "N", "N", "C", "C", "C", "C", "C", "C", "C", "C", "C", "C", "C", "C", "C", "C", "C", "C", "C", "C", "C", "C", "C", "H", "H", "H", "H", "H", "H", "H", "H", "H", "H", "H", "H", "H"],
  "xyz": [[-3.12075, -1.30576, 0.04830], [-0.15906, 0.75828, 0.33338], [-1.80991, 0.08331, -1.56355], [-3.19856, -3.28766, -0.88682], [-4.40700, -1.32458, 1.85154], [-1.40602, -1.38970, 0.83543], [-1.55686, 1.12018, 1.68349], [1.43121, 1.71302, 1.01729], [3.11304, 2.01168, 2.47330], [-1.73043, -3.01655, 2.35921], [-2.96381, 2.44050, 2.80543], [1.22517, 3.21658, -2.85989], [0.84596, 1.44022, -1.55950], [0.53556, -0.32980, 2.19627], [-0.82320, 2.59169, -0.04617], [0.97728, -0.99353, -0.46533], [2.50491, -3.54210, -4.27113], [-1.15469, -2.03724, 1.97312], [0.62763, 2.61355, -1.84565], [1.47007, -4.44302, -4.48980], [0.42632, -1.96470, 3.91625], [2.42122, -2.63295, -3.23211], [1.16125, -1.70539, -1.34476], [-2.11185, 2.26881, 1.77858], [1.57282, 0.23403, 2.80328], [-0.33180, 3.37190, -1.05919], [-1.74190, 3.18326, 0.80890], [0.34536, -4.44211, -3.67548], [1.49969, -1.36528, 4.56106], [-1.65840, 5.25838, -0.41903], [-2.16050, 4.52115, 0.60661], [-0.69777, 4.65725, -1.28457], [2.13046, 1.42976, 2.06996], [2.09164, -0.25101, 3.99199], [0.24584, -3.54030, -2.63037], [1.29159, -2.64240, -2.41580], [-0.02159, -1.41273, 2.73060], [-0.63209, -3.51000, -1.99739], [3.37570, -3.54880, -4.91229], [1.83187, 2.58168, -3.26886], [-3.35645, 3.31921, 2.76638], [-0.45963, -5.14099, -3.85668], [-0.25874, 5.20372, -2.10658], [1.87116, -1.76976, 5.49319], [2.93764, 0.25743, 4.43201], [3.21633, -1.92418, -3.04461], [-2.88652, 4.95892, 1.28210], [1.54050, -5.15081, -5.30534], [-0.07133, -2.84271, 4.30187], [-1.97135, 6.27955, -0.57866]],
  "atomic_forces_ev_per_a": [[0.06, -0.05, -0.07], [-0.57, 0.11, 0.15], [-0.03, -0.14, -0.11], [-0.02, -0.03, -0.02], [0.00, 0.01, 0.01], [-0.07, 0.22, 0.10], [-0.04, 0.08, 0.08], [0.37, 0.04, 0.00], [0.01, -0.02, 0.01], [0.05, 0.01, -0.02], [-0.04, 0.00, -0.05], [0.00, 0.02, 0.00], [0.06, 0.03, -0.05], [0.00, 0.02, 0.06], [0.07, -0.13, 0.11], [0.21, 0.12, -0.34], [0.00, 0.00, -0.01], [-0.06, -0.06, 0.03], [-0.01, -0.03, -0.02], [-0.01, -0.01, 0.00], [0.00, 0.00, -0.01], [0.00, -0.02, 0.04], [-0.05, -0.14, 0.20], [0.03, -0.08, 0.06], [0.01, 0.00, 0.00], [0.04, 0.03, -0.06], [-0.02, 0.06, -0.02], [0.01, 0.00, -0.01], [0.00, 0.00, 0.00], [-0.01, 0.03, -0.01], [-0.02, -0.02, 0.02], [-0.02, 0.00, 0.04], [-0.01, 0.01, 0.00], [0.01, -0.01, 0.00], [-0.01, 0.03, -0.02], [0.00, -0.01, -0.07], [0.04, -0.06, -0.02], [0.01, -0.01, 0.01], [0.00, 0.00, 0.00], [0.00, -0.01, 0.00], [0.00, 0.00, 0.00], [0.00, 0.00, 0.00], [0.01, -0.01, -0.01], [0.00, 0.00, 0.00], [0.00, 0.00, 0.00], [0.00, 0.00, 0.00], [0.00, 0.00, 0.00], [0.00, 0.00, 0.00], [0.00, 0.00, 0.00], [0.00, 0.00, 0.01]],
  "spin_multiplicity": 2,
  "orbital_gap_ev": [5.8, 5.1],
  "homo_energy_ha": [-0.2337, -0.2337]
}

=====

Record 3
{
  "formula": "C7H12N2S2",
  "method": "wB97M-V/def2-TZVPD",
  "symbols": ["S", "S", "N", "N", "C", "C", "C", "C", "C", "C", "C", "H", "H", "H", "H", "H", "H", "H", "H", "H", "H", "H", "H"],
  "xyz": [[0.39494, -1.37930, 1.72157], [-1.36818, 1.08057, 1.38736], [-0.42914, -1.50995, -3.48716], [-0.70485, -1.07141, -1.32837], [-1.43809, -0.12760, -2.00349], [1.28834, 0.97843, 0.49158], [-1.25201, -0.41932, -3.33745], [1.70841, -0.17228, 1.40138], [-0.79773, -0.24846, 2.46637], [-0.11644, -1.87972, -2.25534], [0.23446, 1.88413, 1.12198], [2.18407, 1.59055, 0.27151], [0.52524, -2.71661, -1.97975], [-2.00976, 0.64435, -1.48833], [0.59830, 2.28249, 2.08862], [2.07808, 0.21792, 2.36912], [0.91064, 0.57727, -0.46856], [-1.66977, 0.10188, -4.19880], [-1.68670, -0.84834, 2.74083], [-0.37894, 0.17829, 3.39800], [-0.61578, -1.15369, -0.31258], [0.01728, 2.74660, 0.46286], [2.52757, -0.75570, 0.93871]],
  "atomic_forces_ev_per_a": [[0.10, 0.10, 0.34], [0.14, -0.03, 0.13], [0.12, -0.08, 0.62], [-0.08, -0.18, -0.01], [-0.04, 0.02, -0.41], [0.10, 0.04, -0.43], [-0.13, 0.21, 0.19], [0.52, -0.08, 0.02], [-0.41, -0.12, 0.62], [-0.24, 0.27, -0.28], [0.06, 0.49, -0.02], [-0.33, -0.24, 0.08], [-0.27, 0.33, -0.12], [0.28, -0.42, -0.25], [-0.17, -0.12, -0.38], [-0.14, -0.22, -0.36], [0.26, 0.28, 0.44], [0.18, -0.22, 0.34], [0.47, 0.31, -0.15], [-0.16, -0.21, -0.43], [0.00, -0.02, -0.52], [0.13, -0.42, 0.34], [-0.38, 0.31, 0.25]],
  "orbital_gap_ev": 9.0,
  "homo_energy_ha": -0.3116,
  "smiles": "c1c[nH]cn1.C1CSCSC1"
}

=====

Record 4
{
  "formula": "C25H17BrN3PtS",
  "method": "wB97M-V/def2-TZVPD",
  "symbols": ["Pt", "Br", "S", "N", "N", "N", "C", "C", "C", "C", "C", "C", "C", "C", "C", "C", "C", "C", "C", "C", "C", "C", "C", "C", "C", "C", "C", "C", "C", "C", "C", "H", "H", "H", "H", "H", "H", "H", "H", "H", "H", "H", "H", "H", "H", "H", "H", "H"],
  "xyz": [[0.00850, 0.09730, -0.05290], [5.55550, 0.06700, -4.74400], [-4.21280, 1.68480, -0.13590], [-2.07800, 0.23920, -0.25870], [0.18980, -0.17700, 2.15870], [2.01350, -0.12700, 0.17850], [0.53510, 4.40230, -0.05380], [0.84550, 3.05070, -0.16500], [-0.78450, 4.82470, -0.01290], [4.27840, -0.06930, -0.80380], [5.06220, -0.02830, -1.93790], [-4.38040, -0.05220, -0.10480], [-1.51890, 2.54930, -0.20270], [-3.11150, -0.65810, -0.17970], [3.08220, -0.00140, -3.31710], [-4.16880, -2.79500, -0.05500], [4.46710, 0.01510, -3.19070], [1.87370, -0.06320, 3.86230], [-0.74820, -0.15500, 3.09630], [2.30510, -0.04560, -2.18170], [-5.41990, -2.18180, 0.03370], [-5.54030, -0.80660, -0.00120], [2.43790, -0.06380, 1.44320], [2.87740, -0.07210, -0.90030], [-3.01300, -2.04840, -0.15640], [0.90210, -0.01480, 4.82430], [-0.17790, 2.13110, -0.22020], [-1.81460, 3.90900, -0.10880], [-0.44760, -0.05700, 4.43810], [-2.49770, 1.48930, -0.22990], [1.51020, -0.11450, 2.49540], [-2.84410, 4.23020, -0.08820], [4.76880, -0.11800, 0.15630], [1.21180, -0.06800, -2.26080], [-6.30540, -2.78960, 0.13700], [-1.77590, -0.21930, 2.75710], [-2.04010, -2.51470, -0.21100], [1.87940, 2.74760, -0.22220], [1.16680, 0.05400, 5.86840], [6.13820, -0.02560, -1.84930], [-6.50390, -0.32410, 0.04870], [-1.00450, 5.87260, 0.10320], [-1.23450, -0.00960, 5.16790], [2.92200, -0.05020, 4.11230], [1.33680, 5.12210, 0.00730], [3.48580, 0.06040, 1.67840], [2.63160, 0.01640, -4.29550], [-4.10700, -3.87130, -0.04840]],
  "atomic_forces_ev_per_a": [[-1.90, 0.20, -0.47], [-0.21, 0.01, 0.31], [0.37, -0.33, -0.05], [1.17, 1.29, 0.18], [0.97, -1.21, 0.74], [0.24, 1.43, 3.22], [0.07, -0.19, 0.04], [-0.06, 0.32, 0.02], [-0.08, 0.12, -0.01], [-0.46, -0.08, 0.19], [0.06, 0.09, -0.06], [0.42, 0.07, -0.04], [0.41, 0.37, -0.01], [-0.85, -0.55, 0.08], [0.49, -0.02, -0.06], [0.08, 0.06, 0.01], [-0.04, -0.05, -0.27], [0.47, 0.12, -1.49], [0.12, 0.12, -0.18], [-0.41, -0.09, 0.41], [-0.03, 0.08, -0.02], [0.05, 0.00, -0.02], [0.23, -0.35, -3.33], [1.11, -0.08, -1.68], [0.09, 0.14, 0.01], [-1.12, -0.08, 0.16], [0.03, -1.25, -0.72], [0.03, -0.27, 0.07], [0.93, 0.20, 0.36], [-0.27, -0.05, 0.01], [-2.35, 0.14, 2.44], [-0.16, 0.15, 0.03], [0.10, -0.01, 0.03], [0.41, 0.11, 0.00], [-0.07, -0.05, -0.05], [0.02, -0.03, -0.06], [0.07, -0.10, -0.05], [0.12, -0.10, 0.02], [0.02, -0.03, 0.06], [0.04, -0.01, -0.01], [-0.11, 0.00, 0.04], [-0.06, 0.15, -0.06], [-0.16, -0.07, 0.17], [0.16, 0.08, 0.14], [0.05, 0.12, -0.02], [0.09, -0.25, -0.07], [-0.09, 0.01, -0.09], [0.02, -0.12, 0.04]],
  "orbital_gap_ev": [5.7, 5.7],
  "homo_energy_ha": [-0.3823, -0.3821],
  "total_charge": 1
}

=====

The ΔE to the lowest compared entry with this formula, charge and spin results, record by record, are as follows: 169.52, 167.68, 37.86, 186.08 kJ/mol.
The max |F| results, record by record, are as follows: 1.1, 0.6, 0.8, 3.5 eV/A.